Entry from the Open Molecules 2025 dataset: C28H26N3O2STl as an isolated structure (the ωB97M-V functional and the def2-TZVPD basis).

```
! RIJCOSX wB97M-V def2-TZVPD def2/J DEFGRID3
* xyz 0 1
Tl -2.7865 0.5587 -0.5096
C -0.3067 -2.8813 -3.1263
C -1.2278 -1.7837 -2.6793
N -1.4066 -1.4651 -1.4504
N -0.6713 -2.1534 -0.5312
C -0.9526 -1.8025 0.7167
O -1.8097 -0.9711 1.1242
C -0.1025 -2.4955 1.7448
C -0.0631 -1.9946 3.0412
C 0.7511 -2.5810 3.9998
C 1.5165 -3.6924 3.6748
C 1.4622 -4.2138 2.3877
C 0.6625 -3.6154 1.4259
C -1.9488 -0.9861 -3.7031
C -1.6263 -1.0972 -5.0562
C -2.3070 -0.3256 -5.9824
C -3.2926 0.5421 -5.5444
C -3.5412 0.5980 -4.1811
N -2.8971 -0.1391 -3.2874
H -0.1085 -3.5454 -2.2915
H 0.6517 -2.4754 -3.4638
H -0.7414 -3.4471 -3.9508
H -0.6814 -1.1399 3.2827
H 0.7842 -2.1742 5.0027
H 2.1468 -4.1565 4.4231
H 2.0490 -5.0875 2.1327
H 0.6231 -4.0006 0.4170
H -0.8462 -1.7712 -5.3783
H -2.0666 -0.4016 -7.0352
H -3.8530 1.1608 -6.2312
H -4.2971 1.2694 -3.7858
O -0.2189 1.1663 -0.7248
S 0.5330 2.4621 -0.7509
C 2.2599 1.9995 -1.1201
C 2.9166 1.1500 -0.0759
C 3.9436 1.6865 0.6970
C 4.5146 0.9500 1.7237
C 4.0516 -0.3299 1.9931
C 3.0294 -0.8722 1.2269
C 2.4651 -0.1425 0.1887
C 0.7249 2.9546 0.9909
C -0.6318 3.0431 1.6226
C -1.3782 4.2167 1.5769
C -2.6468 4.2606 2.1358
C -3.1802 3.1298 2.7401
C -2.4446 1.9539 2.7788
C -1.1752 1.9109 2.2214
H 2.7979 2.9354 -1.2851
H 2.1601 1.4867 -2.0782
H 4.2951 2.6925 0.4950
H 5.3136 1.3781 2.3153
H 4.4853 -0.9069 2.7999
H 2.6607 -1.8662 1.4419
H 1.6528 -0.5681 -0.3902
H 1.2604 3.9057 1.0040
H 1.3309 2.1868 1.4697
H -0.9641 5.0995 1.1025
H -3.2200 5.1781 2.0991
H -4.1708 3.1647 3.1750
H -2.8609 1.0598 3.2250
H -0.6167 0.9829 2.2166
*
```

LUMO level (eV): 0.3
ΔE to the lowest compared entry with this formula, charge and spin (kJ/mol): 0.0
Frontier orbital gap (eV): 7.70



Entry from the Open Molecules 2025 dataset: a 3-piece molecular cluster, C13H22NO4P overall (the ωB97M-V functional and the def2-TZVPD basis).

```
! RIJCOSX wB97M-V def2-TZVPD def2/J DEFGRID3
* xyz 0 1
C -2.1122 5.1244 -1.4835
C -3.1709 4.2538 -0.8387
O -2.7614 3.7943 0.4523
C -2.8983 4.5174 1.5827
C -3.2768 5.9769 1.4880
O -2.6553 4.0023 2.6379
H -1.9250 6.0279 -0.9027
H -2.4176 5.4187 -2.4880
H -1.1672 4.5840 -1.5467
H -4.1424 4.7476 -0.7839
H -3.3142 3.3546 -1.4368
H -2.3704 6.5790 1.5374
H -3.9136 6.2186 2.3358
H -3.8330 6.2372 0.5905
C 2.1619 -4.2667 -1.5248
C 1.9983 -4.1995 -0.0209
O 1.6878 -5.4865 0.5261
C 2.6153 -6.4142 0.8228
C 4.0372 -6.2169 0.3480
O 2.2869 -7.4103 1.4056
H 2.9919 -4.9133 -1.8116
H 2.3431 -3.2725 -1.9316
H 1.2624 -4.6810 -1.9833
H 2.8661 -3.7624 0.4746
H 1.1509 -3.5627 0.2236
H 4.1775 -6.7688 -0.5804
H 4.7073 -6.6158 1.1063
H 4.3167 -5.1773 0.1942
P 0.3588 1.6844 2.1062
C 0.3593 0.5471 0.6715
C -0.7951 0.3304 -0.0685
C -0.7485 -0.5594 -1.1143
C 0.4441 -1.1892 -1.3689
N 1.5758 -1.0044 -0.7051
C 1.4865 -0.1449 0.3019
H -0.6729 1.1557 2.9148
H -0.1477 2.9247 1.6682
H -1.7219 0.8296 0.1901
H -1.6346 -0.7690 -1.6986
H 0.4649 -1.9104 -2.1860
H 2.3862 0.0169 0.8956
*
```

LUMO level (eV): 0.5
SMILES: CCOC(C)=O.CCOC(C)=O.Pc1cccnc1
ΔE to the lowest compared entry with this formula, charge and spin (kJ/mol): 292.9
Frontier orbital gap (eV): 9.39



Entry from the Open Molecules 2025 dataset: C27H26Cl3FGeIrN5O3Se2 as an isolated structure (the ωB97M-V functional and the def2-TZVPD basis).

```
! RIJCOSX wB97M-V def2-TZVPD def2/J DEFGRID3
* xyz 3 2
Ir 3.2921 1.9508 -0.2474
Se 5.5960 0.7901 1.0505
Se 5.4723 2.7332 2.3309
C 3.7011 2.3763 2.8941
C 3.3602 2.5705 4.2157
C 2.0701 2.2566 4.6132
C 1.1830 1.7598 3.6732
C 1.5977 1.6204 2.3637
N 2.8397 1.9270 1.9661
C 6.2608 1.7383 -0.4691
C 7.5214 1.6232 -0.9890
C 7.8255 2.4088 -2.1015
C 6.8652 3.2627 -2.6134
C 5.6138 3.3032 -2.0222
N 5.3196 2.5343 -0.9679
H 4.0883 2.9484 4.9197
H 1.7675 2.3868 5.6449
H 0.1722 1.4890 3.9466
H 0.9224 1.2554 1.6124
H 8.2495 0.9511 -0.5563
H 8.8066 2.3492 -2.5540
H 7.0714 3.8896 -3.4689
H 4.8301 3.9499 -2.3890
F -0.2507 -4.0513 -0.0656
C -0.7812 -2.8222 -0.1372
C 0.0715 -1.7647 -0.1933
C -0.4236 -0.4589 -0.3322
C 0.4862 0.6611 -0.4320
O 1.7438 0.4764 -0.2527
C -0.1102 1.8942 -0.7485
C -1.4723 2.0275 -0.7907
N -2.3149 1.0237 -0.5307
C -3.7464 1.2992 -0.3899
C -4.1487 2.4882 0.4276
C -4.3618 1.1096 0.9651
C -1.8125 -0.2680 -0.3856
C -2.6658 -1.3708 -0.3022
C -2.1861 -2.6664 -0.1898
N -3.0818 -3.7428 -0.1040
C -4.2050 -3.8551 -1.0286
C -5.4720 -4.2414 -0.2518
N -5.0749 -5.0021 0.9869
C -3.9135 -5.9065 0.6985
C -2.6676 -5.0513 0.4282
C 0.7886 3.0109 -1.1137
O 0.6190 3.5956 -2.1880
O 1.7346 3.2708 -0.2682
H 1.1412 -1.9297 -0.1756
H -1.9253 2.9786 -1.0375
H -4.3241 1.0499 -1.2703
H -5.0070 3.0578 0.0994
H -3.3698 3.0906 0.8755
H -5.3751 0.7341 1.0278
H -3.7152 0.7730 1.7667
H -3.7348 -1.2082 -0.3306
H -3.9838 -4.6174 -1.7808
H -4.3748 -2.9248 -1.5586
H -6.1072 -4.8785 -0.8625
H -6.0533 -3.3737 0.0491
H -5.8688 -5.5315 1.3421
H -4.7939 -4.3443 1.7113
H -4.1835 -6.5219 -0.1561
H -3.7418 -6.5684 1.5426
H -2.0229 -5.6070 -0.2509
H -2.1180 -4.8873 1.3516
Cl 3.1406 1.5748 -2.6485
Ge 1.7476 2.9131 -4.0801
Cl 3.1628 3.1204 -5.7142
Cl 0.3260 1.3705 -4.5539
*
```

LUMO level (spin up / spin down) (eV): -8.7 / -9.2
ΔE to the lowest compared entry with this formula, charge and spin (kJ/mol): 289.1
⟨S²⟩: 0.7563
Frontier orbital gap (spin up / spin down) (eV): 6.68 / 6.64